{"formula": "C12H40O14", "method": "the ωB97M-V functional and the def2-TZVPD basis", "elements": ["O", "H", "H", "O", "H", "H", "C", "C", "O", "O", "H", "H", "H", "H", "H", "H", "C", "C", "O", "O", "H", "H", "H", "H", "H", "H", "C", "C", "O", "O", "H", "H", "H", "H", "H", "H", "C", "C", "O", "O", "H", "H", "H", "H", "H", "H", "C", "C", "O", "O", "H", "H", "H", "H", "H", "H", "C", "C", "O", "O", "H", "H", "H", "H", "H", "H"], "xyz": [[-0.8325, -1.6818, -3.6358], [-1.7305, -1.4258, -3.7308], [-0.7305, -1.5228, -2.7388], [-0.7225, -0.3168, -1.1108], [-0.8215, 0.3452, -1.7868], [-0.3985, 0.1292, -0.3098], [-5.5025, 1.3262, -0.6468], [-3.9765, 1.2682, -1.1258], [-3.2545, 0.3082, -0.4028], [-5.4275, 1.5712, 0.7262], [-6.1515, 0.4472, -0.8778], [-6.0515, 2.2102, -1.0498], [-3.4215, 2.2472, -0.9488], [-4.0625, 1.0762, -2.1738], [-2.3495, 0.2372, -0.6718], [-4.6775, 1.1792, 1.0582], [1.7335, -2.9538, -2.1138], [2.8845, -2.2838, -1.3998], [2.5115, -0.8958, -1.4728], [2.0005, -4.2318, -2.0928], [1.6225, -2.6928, -3.1598], [0.7395, -2.8198, -1.7258], [3.7345, -2.4988, -2.0658], [3.0695, -2.5608, -0.3598], [3.0355, -0.5308, -2.1688], [1.9055, -4.3548, -1.1438], [0.5415, 3.1372, -0.8838], [0.8125, 2.3492, -2.1618], [-0.4045, 1.9192, -2.8318], [1.7235, 3.5792, -0.2608], [-0.0385, 2.4202, -0.2558], [-0.2505, 3.9312, -0.8508], [1.4105, 1.4972, -1.9158], [1.4625, 2.8792, -2.8398], [-0.1845, 1.5442, -3.6948], [2.2875, 3.8872, -0.9328], [0.3735, -2.7708, 1.1032], [1.3375, -3.9128, 1.5362], [1.7175, -4.7168, 0.4532], [0.1305, -2.0258, 2.2612], [-0.6015, -3.0258, 0.6902], [0.8385, -2.1678, 0.3142], [0.8565, -4.4988, 2.2572], [2.1725, -3.5098, 2.0932], [2.3475, -5.4178, 0.7822], [-0.2195, -1.1668, 1.9412], [2.3955, 0.9362, 1.4242], [2.8645, -0.1458, 2.3532], [3.9755, 0.2662, 3.1282], [1.4595, 0.4882, 0.4522], [3.2335, 1.4332, 0.8932], [1.9485, 1.6892, 1.9732], [3.1955, -1.0478, 1.8602], [2.0605, -0.4298, 2.9632], [3.7655, 1.0442, 3.7052], [1.8445, -0.1208, -0.1518], [-1.0795, 1.5202, 2.4262], [-2.1155, 2.4962, 1.9892], [-1.9325, 3.7802, 2.6712], [-1.2805, 0.2932, 1.6642], [-1.1475, 1.3542, 3.5352], [-0.1095, 1.9212, 2.2702], [-3.1345, 2.1752, 2.0422], [-2.0795, 2.6482, 0.8892], [-1.0885, 4.1902, 2.4902], [-2.2135, 0.0012, 1.7482]], "lowdin_charge": [-0.004, 0.026, -0.050, -0.043, 0.013, 0.030, -0.207, -0.220, -0.081, -0.058, 0.121, 0.123, 0.131, 0.096, 0.008, 0.000, -0.360, -0.157, -0.082, -0.029, 0.129, 0.104, 0.140, 0.119, 0.093, 0.027, -0.246, -0.200, -0.071, -0.021, 0.095, 0.135, 0.091, 0.116, 0.102, 0.063, -0.229, -0.205, -0.074, -0.076, 0.131, 0.081, 0.102, 0.117, 0.151, 0.048, -0.213, -0.240, -0.066, -0.090, 0.136, 0.080, 0.117, 0.096, 0.112, 0.002, -0.181, -0.215, -0.052, -0.104, 0.148, 0.089, 0.104, 0.108, 0.074, 0.117], "e_above_lowest_kcal_mol": 69.6, "largest_force_ev_per_a": 5.1, "smiles": "OCCO.OCCO.OCCO.OCCO.OCCO.OCCO.O.O"}

=====

{"formula": "C12H40O8", "method": "the ωB97M-V functional and the def2-TZVPD basis", "elements": ["C", "C", "O", "H", "H", "H", "H", "H", "H", "C", "C", "O", "H", "H", "H", "H", "H", "H", "C", "C", "O", "H", "H", "H", "H", "H", "H", "C", "C", "O", "H", "H", "H", "H", "H", "H", "C", "C", "O", "H", "H", "H", "H", "H", "H", "C", "C", "O", "H", "H", "H", "H", "H", "H", "O", "H", "H", "O", "H", "H"], "xyz": [[0.0637, 1.8009, 4.1295], [-0.5034, 2.9250, 5.0046], [-0.8223, 4.1138, 4.3441], [-0.7771, 1.3817, 3.5767], [0.4018, 0.9684, 4.7464], [0.9191, 2.1233, 3.5359], [0.1110, 3.2076, 5.8594], [-1.4294, 2.6070, 5.4836], [-1.3509, 3.8791, 3.5779], [2.9142, 3.1872, -2.5464], [1.7670, 3.9101, -3.2249], [0.5848, 3.7394, -2.5524], [3.8132, 3.7968, -2.6371], [3.0805, 2.1961, -2.9684], [2.8433, 2.9800, -1.4786], [1.4176, 3.5417, -4.1894], [2.1686, 4.8831, -3.5079], [-0.0049, 4.3122, -3.0483], [3.1483, -0.4173, -0.3699], [4.1693, -1.5760, -0.2515], [4.6833, -1.6804, -1.5900], [2.2749, -0.6170, -0.9908], [3.5518, 0.5149, -0.7653], [2.7420, -0.1690, 0.6106], [3.6011, -2.4792, -0.0292], [4.9244, -1.4645, 0.5267], [5.2960, -2.4192, -1.6084], [-3.2225, -2.7164, -2.3955], [-4.4421, -3.6672, -2.1958], [-5.2185, -3.5225, -3.3351], [-2.4827, -3.0888, -3.1041], [-2.6918, -2.6687, -1.4446], [-3.5228, -1.7013, -2.6553], [-4.9471, -3.3455, -1.2849], [-4.0275, -4.6728, -2.1260], [-5.8593, -4.2372, -3.3393], [0.2495, -2.9983, 0.7824], [0.4942, -4.1269, -0.2460], [-0.7515, -4.8089, -0.6439], [-0.8276, -2.8412, 0.8412], [0.6517, -2.0087, 0.5656], [0.5927, -3.3677, 1.7487], [1.2125, -4.8731, 0.0937], [0.9502, -3.6414, -1.1088], [-0.6750, -5.0164, -1.5781], [-1.3732, 0.3629, -0.4852], [-0.3208, 1.4358, -0.3878], [0.0121, 1.5378, 0.9724], [-1.1058, -0.4563, 0.1823], [-1.3711, -0.1469, -1.4486], [-2.4105, 0.6098, -0.2593], [-0.8065, 2.3123, -0.8167], [0.4633, 1.3188, -1.1358], [-0.6022, 2.0947, 1.4563], [-2.9331, 3.3057, 2.3362], [-3.6194, 3.8926, 2.6537], [-3.0641, 3.2737, 1.3886], [1.0266, -0.5971, 2.6080], [0.8883, -0.0115, 1.8635], [0.1465, -0.8753, 2.8612]], "lowdin_charge": [-0.013, -0.159, 0.264, 0.086, 0.109, 0.113, 0.150, 0.196, 0.097, -0.074, -0.359, -0.072, 0.074, 0.073, 0.066, 0.115, 0.109, 0.093, -0.082, -0.273, -0.085, 0.066, 0.063, 0.051, 0.097, 0.111, 0.079, -0.090, -0.327, -0.069, 0.070, 0.046, 0.067, 0.107, 0.110, 0.087, -0.089, -0.260, -0.098, 0.067, 0.034, 0.073, 0.104, 0.100, 0.070, -0.075, -0.299, -0.092, 0.051, 0.079, 0.077, 0.100, 0.112, 0.058, -0.025, 0.064, 0.062, -0.041, -0.011, 0.043], "total_charge": 1, "e_above_lowest_kcal_mol": 75.3, "largest_force_ev_per_a": 3.0, "s_squared": 0.7545, "multiplicity": 2}

=====

{"formula": "C12H42B3N7O7P4S", "method": "the ωB97M-V functional and the def2-TZVPD basis", "elements": ["N", "P", "B", "O", "B", "O", "B", "P", "O", "O", "S", "O", "H", "H", "H", "H", "H", "H", "O", "P", "N", "C", "C", "N", "C", "C", "N", "C", "C", "H", "H", "H", "H", "H", "H", "H", "H", "H", "H", "H", "H", "H", "H", "H", "H", "H", "H", "O", "P", "N", "C", "C", "N", "C", "C", "N", "C", "C", "H", "H", "H", "H", "H", "H", "H", "H", "H", "H", "H", "H", "H", "H", "H", "H", "H", "H"], "xyz": [[-7.4940, -0.0850, 7.6491], [-6.1234, -0.2902, 6.9093], [-5.8633, 0.8269, 5.3224], [-6.7493, 1.8065, 4.9823], [-6.9604, 1.9132, 3.6132], [-5.9007, 1.6965, 2.7556], [-4.9447, 0.8094, 3.1755], [-3.8131, -0.1339, 1.9234], [-4.6939, -0.9339, 0.8386], [-3.0281, -1.2661, 2.7727], [-2.5881, 1.0794, 1.1219], [-4.7467, 0.5965, 4.5319], [-8.0155, -0.9519, 7.7021], [-5.0059, 0.0492, 7.7072], [-5.8892, -1.5898, 6.4064], [-8.0484, 2.1610, 3.2205], [-5.1914, -1.6753, 1.2062], [-3.6145, -1.6918, 3.4137], [0.6386, 3.4408, 0.6908], [1.7084, 3.0131, 1.6170], [2.6966, 4.4196, 1.7406], [4.1055, 4.6099, 1.4943], [2.0065, 5.6123, 2.1954], [2.3776, 1.6993, 0.7504], [3.7867, 1.3665, 0.5992], [1.6213, 1.2945, -0.4377], [2.0048, 2.3613, 3.1670], [0.9091, 2.4958, 4.1282], [3.2914, 2.4867, 3.8125], [4.6537, 4.8795, 2.4087], [4.2679, 5.4154, 0.7679], [4.5760, 3.7229, 1.0885], [1.9023, 5.6490, 3.2899], [1.0080, 5.6738, 1.7593], [2.5514, 6.5051, 1.8840], [4.3861, 2.1768, 0.1793], [3.8820, 0.5276, -0.0896], [4.2319, 1.0147, 1.5319], [1.8417, 1.9168, -1.3139], [0.5540, 1.3315, -0.2494], [1.8639, 0.2585, -0.6823], [0.8211, 3.5161, 4.5274], [1.0571, 1.8150, 4.9688], [-0.0416, 2.2355, 3.6582], [3.3926, 3.4222, 4.3812], [4.1230, 2.4258, 3.1181], [3.3923, 1.6513, 4.5097], [2.0130, -3.9998, -2.7601], [1.1536, -3.5871, -3.8841], [2.1693, -2.6581, -4.9035], [2.0256, -1.3275, -5.4463], [3.3817, -3.3369, -5.3270], [-0.0649, -2.6785, -3.1028], [-0.7170, -1.4650, -3.5817], [0.0089, -2.6643, -1.6399], [0.1563, -4.3372, -5.0305], [0.3946, -5.7659, -5.2437], [-0.2153, -3.6711, -6.2590], [1.9427, -1.3375, -6.5425], [2.8934, -0.7086, -5.1903], [1.1543, -0.8170, -5.0650], [3.2132, -4.0079, -6.1816], [3.8012, -3.9279, -4.5114], [4.1377, -2.6075, -5.6214], [-0.0264, -0.6544, -3.8095], [-1.3792, -1.0870, -2.8034], [-1.3686, -1.6555, -4.4374], [0.7322, -1.9288, -1.2690], [0.2832, -3.6383, -1.2492], [-0.9698, -2.4284, -1.2188], [1.2959, -5.9587, -5.8415], [-0.4556, -6.2184, -5.7573], [0.5113, -6.2780, -4.2876], [0.5215, -3.8184, -7.0610], [-0.3640, -2.6029, -6.1318], [-1.1677, -4.0915, -6.5900]], "lowdin_charge": [-0.334, 0.746, -0.608, 0.245, -0.283, 0.247, -0.597, 0.191, -0.198, -0.205, 0.384, 0.210, -0.047, -0.006, -0.005, 0.123, 0.079, 0.072, -0.283, 0.651, -0.319, -0.137, -0.127, -0.282, -0.125, -0.133, -0.319, -0.123, -0.128, 0.081, 0.084, 0.040, 0.073, 0.071, 0.079, 0.060, 0.078, 0.073, 0.088, 0.051, 0.065, 0.076, 0.079, 0.073, 0.088, 0.055, 0.091, -0.277, 0.614, -0.313, -0.130, -0.125, -0.280, -0.120, -0.128, -0.319, -0.124, -0.124, 0.083, 0.085, 0.037, 0.074, 0.071, 0.080, 0.057, 0.078, 0.075, 0.074, 0.067, 0.078, 0.077, 0.079, 0.079, 0.087, 0.058, 0.090], "largest_force_ev_per_a": 4.9, "e_tot_ha": -3230.806184, "smiles": "N=[PH2]B1OBOB(P(O)(O)=S)O1.CN(C)P(=O)(N(C)C)N(C)C.CN(C)P(=O)(N(C)C)N(C)C"}

=====

{"formula": "C12H42O12", "method": "the ωB97M-V functional and the def2-TZVPD basis", "elements": ["C", "O", "H", "H", "H", "H", "C", "O", "H", "H", "H", "H", "C", "O", "H", "H", "H", "H", "C", "O", "H", "H", "H", "H", "C", "O", "H", "H", "H", "H", "C", "O", "H", "H", "H", "H", "C", "C", "O", "O", "H", "H", "H", "H", "H", "H", "C", "C", "O", "O", "H", "H", "H", "H", "H", "H", "C", "C", "O", "O", "H", "H", "H", "H", "H", "H"], "xyz": [[-2.2307, 0.5314, -3.0500], [-2.7750, 1.0610, -1.8074], [-2.0404, 1.1448, -3.9307], [-1.3091, -0.0277, -2.8879], [-2.9306, -0.2220, -3.4114], [-2.1144, 1.5549, -1.3161], [3.7239, -0.8324, 2.0055], [3.9164, -1.9214, 2.8490], [4.5495, -0.1264, 2.0959], [3.8253, -1.2680, 1.0115], [2.7711, -0.3291, 2.1698], [3.9302, -1.6259, 3.7623], [0.9359, 0.1114, -0.4126], [0.3308, -0.7544, 0.4791], [0.7708, 0.0102, -1.4853], [0.7792, 1.1567, -0.1465], [1.9963, -0.0989, -0.2729], [-0.6222, -0.6491, 0.4325], [-2.9526, 0.3345, 2.5482], [-2.9313, 0.9275, 3.8146], [-3.9794, 0.1030, 2.2649], [-2.4751, 1.0183, 1.8464], [-2.3856, -0.5948, 2.6022], [-3.3440, 1.7923, 3.7557], [2.4813, 4.0676, -1.3950], [2.6809, 4.1087, -2.8209], [2.3858, 5.0416, -0.9151], [1.5409, 3.5408, -1.2328], [3.2423, 3.5274, -0.8318], [2.6029, 5.0191, -3.1153], [1.2587, 1.3265, -4.5776], [1.6226, 1.2461, -5.8989], [2.0431, 1.7493, -3.9499], [0.4112, 2.0048, -4.4781], [1.0479, 0.2956, -4.2932], [2.0469, 0.3852, -5.9176], [-3.5678, -2.0711, -0.1039], [-3.2764, -3.2447, -1.0749], [-3.5843, -2.9652, -2.4446], [-2.4946, -1.1207, -0.2190], [-3.6238, -2.2904, 0.9624], [-4.4636, -1.5088, -0.3674], [-3.9379, -4.0816, -0.8510], [-2.2325, -3.5556, -1.0335], [-4.4872, -2.6631, -2.5676], [-2.7628, -0.4905, -0.8917], [0.8072, -3.9850, 0.6465], [2.1071, -4.8730, 0.6295], [2.0178, -5.9593, 1.5553], [0.8926, -3.0069, -0.4125], [0.6182, -3.4442, 1.5739], [-0.1124, -4.5015, 0.3716], [2.9837, -4.2580, 0.8327], [2.2274, -5.2047, -0.4019], [2.7972, -6.2362, 2.0426], [0.9225, -2.1529, 0.0250], [0.2844, 2.7735, 2.0770], [0.2463, 3.4503, 3.4439], [-0.9036, 4.2054, 3.6251], [0.1789, 3.8617, 1.1430], [-0.5452, 2.0834, 1.9233], [1.1657, 2.1327, 2.0499], [1.0792, 4.1521, 3.4863], [0.3225, 2.7106, 4.2409], [-1.2953, 4.1167, 4.4970], [-0.1667, 4.5188, 1.7517]], "lowdin_charge": [-0.109, -0.120, 0.074, 0.068, 0.078, 0.083, -0.183, -0.113, 0.078, 0.082, 0.070, 0.078, -0.143, -0.115, 0.081, 0.066, 0.081, 0.062, -0.179, -0.117, 0.082, 0.061, 0.083, 0.075, -0.148, -0.127, 0.076, 0.053, 0.074, 0.070, -0.205, -0.101, 0.067, 0.079, 0.078, 0.078, -0.183, -0.204, -0.078, -0.115, 0.112, 0.121, 0.110, 0.117, 0.080, 0.024, -0.203, -0.215, -0.080, -0.112, 0.116, 0.103, 0.106, 0.108, 0.079, -0.013, -0.220, -0.265, -0.057, -0.063, 0.093, 0.112, 0.124, 0.128, 0.100, 0.059], "e_above_lowest_kcal_mol": 90.8, "largest_force_ev_per_a": 2.0, "smiles": "OCCO.OCCO.OCCO.CO.CO.CO.CO.CO.CO"}